1.
Here is a cluster of 7 separate species, C39H85FN6O27S8 in total in a non-equilibrium geometry from the Open Molecules 2025 dataset. Energies are from ωB97M-V/def2-TZVPD.

Results
**E_HOMO**: -9.0 eV
**Energy**: -195420.693 eV
**E_LUMO**: -1.30 eV
**SMILES**: CCCN[C@]1(S(=O)(=O)F)OS(=O)(=O)[C@@H](CCC(N)=O)[C@@](COCOCCO)(c2cccnc2)[C@@H]1CC(N)(N)N.CCOS(C)(=O)=O.CCOS(C)(=O)=O.CCOS(C)(=O)=O.CCOS(C)(=O)=O.CCOS(C)(=O)=O.CCOS(C)(=O)=O

Positions of all 166 atoms, in Å:
1 S -1.276 -5.235 -7.888
2 S 11.117 6.562 -3.606
3 S 1.603 -2.112 -2.904
4 S -4.483 -0.253 -4.270
5 S -3.156 -6.103 2.229
6 S -6.774 -0.460 5.911
7 S -3.398 1.702 8.478
8 S 3.057 1.727 -2.331
9 F 0.135 -1.500 -3.636
10 O 1.490 -3.524 -2.352
11 O 11.267 5.754 -2.413
12 O 10.469 7.854 -3.581
13 O -7.693 -0.605 4.805
14 O -4.190 -5.444 1.463
15 O -1.416 -6.677 -7.883
16 O -1.737 -4.654 -6.436
17 O -1.922 -5.435 2.588
18 O -5.960 -1.561 6.383
19 O -5.813 0.827 5.632
20 O 3.654 1.846 1.064
21 O 2.604 -2.215 -4.124
22 O -5.131 1.040 -4.244
23 O 3.079 2.639 -3.628
24 O -2.015 2.034 9.276
25 O 10.436 5.654 -4.777
26 O 6.439 4.717 -0.206
27 O 2.667 0.200 -2.803
28 O -4.458 1.505 9.441
29 O -5.164 -1.160 -5.441
30 O 4.523 1.969 -1.793
31 O 4.807 3.775 1.863
32 O -4.333 -1.060 -3.077
33 O -0.046 -4.585 -8.283
34 O -3.531 2.621 7.366
35 O -1.891 3.902 -3.769
36 O -3.822 -6.743 3.573
37 N -2.134 1.760 2.620
38 N -1.276 -3.049 -1.269
39 N -0.293 3.439 -5.675
40 N 3.572 -1.095 -1.056
41 N -1.642 -2.530 1.046
42 N -2.070 -0.839 -0.637
43 C 8.047 6.035 -4.538
44 C -0.921 4.241 2.220
45 C -0.831 3.231 -4.251
46 C 1.723 2.294 -1.112
47 C -1.091 -5.149 -5.270
48 C 0.515 2.909 -2.003
49 C 2.307 -0.780 -1.718
50 C -7.553 -0.780 -5.201
51 C 6.152 3.178 1.900
52 C -2.922 0.113 7.846
53 C -1.818 3.351 9.774
54 C 3.786 2.748 2.230
55 C 2.512 0.936 1.191
56 C -2.669 3.615 11.003
57 C 0.433 -1.484 0.066
58 C 7.149 4.069 0.927
59 C -4.098 -5.882 4.671
60 C -7.668 0.215 7.288
61 C -6.414 -1.783 -5.177
62 C -2.600 -4.540 -8.845
63 C -1.086 1.141 1.742
64 C -5.189 0.631 3.291
65 C 0.310 -4.583 -5.126
66 C 5.002 -3.895 1.273
67 C 1.048 -0.219 -0.763
68 C -2.062 3.227 2.817
69 C 12.710 6.757 -4.363
70 C -2.758 -7.632 1.420
71 C 4.066 -2.465 -0.853
72 C -2.890 -0.057 -5.027
73 C 0.223 3.488 1.258
74 C 0.153 1.837 0.940
75 C -1.100 -1.932 -0.276
76 C 3.645 -3.192 0.596
77 C -0.035 2.113 -3.294
78 C 1.323 1.161 0.028
79 C 9.186 5.031 -4.514
80 C -5.311 -5.010 4.404
81 C -4.721 0.678 4.734
82 H -2.618 -3.460 -8.691
83 H -2.672 -2.679 0.984
84 H -3.667 -8.229 1.325
85 H -1.199 -0.025 1.691
86 H 2.831 -0.213 1.271
87 H 13.296 7.435 -3.739
88 H -0.761 3.437 10.048
89 H -0.916 5.397 2.450
90 H 6.216 2.074 1.513
91 H 0.601 4.002 -5.655
92 H 3.979 -3.223 -1.769
93 H -2.404 -4.761 -9.895
94 H 0.923 3.958 -2.411
95 H -2.400 -1.031 -5.086
96 H 4.047 2.190 3.230
97 H 7.082 5.530 -4.435
98 H 0.961 -4.935 -5.930
99 H -8.445 -0.500 7.564
100 H 13.200 5.784 -4.422
101 H 8.137 6.753 -3.719
102 H 0.730 1.592 -3.995
103 H -4.130 -0.207 4.989
104 H -8.518 -1.285 -5.099
105 H -3.787 -0.317 7.338
106 H -2.677 -0.638 0.215
107 H 0.294 -3.490 -5.176
108 H 9.023 4.289 -5.303
109 H -7.546 -0.208 -6.135
110 H 3.252 -2.382 1.378
111 H -1.693 -4.833 -4.410
112 H 0.557 -1.204 1.221
113 H 5.698 -4.376 0.438
114 H -2.098 0.240 7.142
115 H 1.040 4.210 0.845
116 H 0.025 2.477 -6.002
117 H -5.573 -4.427 5.292
118 H 5.257 -2.390 -0.723
119 H 2.883 -4.061 0.406
120 H -0.462 3.223 -1.390
121 H 5.573 -3.133 1.966
122 H -2.084 -3.631 -0.901
123 H -1.079 -6.243 -5.271
124 H -6.981 0.364 8.122
125 H -3.542 -4.995 -8.535
126 H -8.125 1.159 6.984
127 H -2.010 4.093 8.992
128 H 2.095 1.149 2.293
129 H -4.336 0.619 2.606
130 H 6.584 3.194 2.988
131 H -0.850 1.316 -3.006
132 H -7.463 -0.062 -4.382
133 H -4.302 -6.520 5.537
134 H -1.185 -3.490 1.079
135 H 2.266 3.239 -0.619
136 H -2.628 -0.526 8.681
137 H 0.757 -4.890 -4.175
138 H 7.112 5.158 -0.837
139 H -4.071 1.550 4.869
140 H 2.777 3.352 2.372
141 H -3.220 -5.276 4.915
142 H -5.820 1.495 3.060
143 H -2.434 4.592 11.436
144 H -6.171 -5.621 4.111
145 H -2.304 0.620 -4.402
146 H -5.785 -0.265 3.099
147 H -6.383 -2.325 -4.227
148 H -2.901 3.738 3.496
149 H -3.021 0.375 -6.020
150 H -2.002 -8.160 2.004
151 H -2.773 -1.126 -1.363
152 H 12.579 7.190 -5.357
153 H -2.367 -7.393 0.429
154 H 7.996 3.395 0.435
155 H 1.066 -2.492 -0.030
156 H -2.508 2.841 11.760
157 H -5.121 -4.308 3.588
158 H 9.217 4.490 -3.563
159 H 0.207 0.017 -1.579
160 H -3.734 3.607 10.755
161 H 4.617 -4.801 1.936
162 H -1.588 -2.736 -2.212
163 H 4.426 -0.572 -1.420
164 H -6.577 -2.525 -5.966
165 H 8.054 6.606 -5.472
166 H 7.726 4.911 1.522

Results of the Mulliken charge analysis, in e, for atoms 1 through 2: number 1, S, carries 1.167; number 2, S, carries 1.197

***

2.
Here is a structure of composition C39H85InN9O9 in a non-equilibrium geometry from the Open Molecules 2025 dataset. Energies are from ωB97M-V/def2-TZVPD.

Results
**E_HOMO**: -7.9 eV
**Charge**: +1
**Energy**: -78821.781 eV
**E_LUMO**: -5.18 eV

Positions of all 143 atoms, in Å:
1 In -13.329 37.788 -15.411
2 O -11.568 39.132 -13.361
3 O -15.215 40.368 -15.363
4 O -14.219 34.933 -15.581
5 O -14.022 36.330 -12.754
6 O -10.671 36.647 -14.820
7 O -15.969 37.395 -16.978
8 O -13.680 39.369 -17.830
9 O -12.218 35.914 -17.484
10 O -10.892 39.417 -16.250
11 N -18.218 37.724 -17.121
12 N -15.239 40.664 -18.745
13 N -9.767 34.680 -14.161
14 N -10.454 40.446 -11.966
15 N -15.006 35.554 -12.000
16 N -14.644 33.142 -14.365
17 N -10.304 35.938 -18.721
18 N -16.163 41.258 -14.689
19 N -10.607 41.557 -16.747
20 C -16.431 37.280 -10.803
21 C -18.310 42.210 -14.340
22 C -17.347 35.047 -11.479
23 C -16.347 36.140 -11.896
24 C -14.158 35.694 -9.527
25 C -17.112 37.026 -17.375
26 C -15.754 41.615 -19.805
27 C -11.214 35.366 -17.970
28 C -16.800 36.708 -13.300
29 C -11.018 33.883 -14.263
30 C -16.529 42.842 -12.838
31 C -8.330 36.584 -14.348
32 C -16.879 34.311 -10.270
33 C -14.321 42.066 -13.164
34 C -10.424 37.225 -19.251
35 C -14.112 39.995 -18.823
36 C -9.703 35.984 -14.425
37 C -8.721 40.049 -17.060
38 C -10.183 40.296 -16.733
39 C -19.692 37.351 -17.258
40 C -15.498 33.726 -10.445
41 C -18.020 42.623 -12.961
42 C -14.474 33.746 -15.571
43 C -14.603 32.916 -16.822
44 C -17.556 41.034 -14.977
45 C -15.764 41.597 -13.264
46 C -11.155 39.373 -12.282
47 C -13.133 34.007 -11.181
48 C -17.948 41.214 -16.462
49 C -13.321 40.213 -20.061
50 C -11.494 38.439 -11.144
51 C -15.087 31.788 -14.054
52 C -11.895 42.169 -16.377
53 C -18.100 39.731 -14.456
54 C -15.938 40.501 -12.149
55 C -14.417 34.785 -10.810
56 C -17.242 35.694 -18.126
57 C -11.011 33.867 -17.866
58 C -10.007 41.528 -12.834
59 H -11.027 33.423 -18.862
60 H -12.443 34.678 -11.693
61 H -15.299 39.625 -12.264
62 H -16.230 37.595 -13.577
63 H -11.969 34.415 -14.235
64 H -10.859 37.293 -20.249
65 H -13.884 39.935 -20.952
66 H -8.463 40.743 -17.860
67 H -17.476 33.402 -10.192
68 H -8.060 36.881 -13.335
69 H -17.241 37.990 -10.973
70 H -9.503 35.443 -19.086
71 H -16.640 42.145 -19.453
72 H -10.041 42.073 -17.406
73 H -10.913 37.518 -11.184
74 H -17.398 34.380 -12.340
75 H -11.775 33.542 -17.160
76 H -14.734 33.383 -17.798
77 H -10.909 33.144 -13.469
78 H -7.646 35.750 -14.504
79 H -20.007 36.401 -16.826
80 H -16.562 35.686 -18.977
81 H -18.420 43.122 -14.926
82 H -16.960 34.877 -9.343
83 H -10.332 40.608 -10.976
84 H -15.575 33.023 -11.274
85 H -15.047 42.378 -20.128
86 H -18.283 35.495 -18.382
87 H -13.361 33.229 -11.909
88 H -18.334 35.488 -11.339
89 H -8.970 41.462 -13.162
90 H -13.858 36.721 -9.735
91 H -15.248 33.124 -9.571
92 H -14.200 31.191 -13.838
93 H -14.033 42.477 -12.196
94 H -13.589 41.271 -13.303
95 H -17.802 37.135 -13.266
96 H -18.469 43.566 -12.651
97 H -12.849 41.657 -16.501
98 H -19.989 37.312 -18.306
99 H -19.005 41.191 -16.728
100 H -18.958 39.314 -14.983
101 H -19.383 42.016 -14.348
102 H -11.207 33.190 -15.083
103 H -15.677 31.340 -14.854
104 H -11.323 38.998 -10.224
105 H -16.671 35.966 -14.088
106 H -15.832 40.988 -11.180
107 H -15.541 37.908 -10.839
108 H -8.125 40.249 -16.169
109 H -13.048 41.265 -20.153
110 H -14.157 42.852 -13.901
111 H -18.627 39.654 -13.505
112 H -18.089 38.614 -16.662
113 H -16.178 41.198 -20.718
114 H -10.754 41.607 -13.624
115 H -17.513 40.317 -16.902
116 H -11.858 42.524 -15.348
117 H -9.448 37.690 -19.394
118 H -13.764 32.256 -17.044
119 H -10.982 37.893 -18.595
120 H -8.170 37.292 -15.161
121 H -12.536 38.125 -11.093
122 H -13.341 35.301 -8.921
123 H -14.569 33.791 -13.595
124 H -16.266 43.732 -13.408
125 H -8.934 34.111 -14.212
126 H -16.895 35.020 -17.343
127 H -16.980 40.185 -12.188
128 H -12.445 39.564 -20.062
129 H -20.129 38.170 -16.688
130 H -15.740 31.740 -13.183
131 H -10.060 33.706 -17.360
132 H -12.620 33.607 -10.306
133 H -8.447 39.057 -17.419
134 H -16.439 43.004 -11.763
135 H -17.437 42.060 -16.923
136 H -14.870 35.591 -8.708
137 H -15.659 40.478 -17.845
138 H -11.959 43.026 -17.047
139 H -10.057 42.474 -12.295
140 H -18.460 41.928 -12.246
141 H -16.500 37.036 -9.743
142 H -15.466 32.255 -16.749
143 H -17.373 38.920 -14.513

Results of the Mulliken charge analysis, in e, for atoms 1 through 2: number 1, In, carries 2.481; number 2, O, carries -0.359

***

3.
Here is a cluster of 5 separate species, C39H87N5O9S in total in a non-equilibrium geometry from the Open Molecules 2025 dataset. Energies are from ωB97M-V/def2-TZVPD.

Results
**E_HOMO**: -9.3 eV
**Energy**: -78562.240 eV
**E_LUMO**: 0.45 eV
**SMILES**: CCCCCCCCCCCCCCCCCCCC[C@]1(OC#N)COS(=O)(=O)O1.COC[C@@H](C)N.COC[C@@H](C)N.COC[C@@H](C)N.COC[C@@H](C)N

Positions of all 141 atoms, in Å:
1 S 2.356 -0.544 -4.077
2 O 2.450 0.933 -3.405
3 O 0.752 -0.618 -4.146
4 O 2.776 -0.595 -5.438
5 O -2.503 4.613 -2.037
6 O 3.142 4.505 1.390
7 O 1.986 2.049 -5.283
8 O 3.013 -1.547 -3.317
9 O -0.955 -7.451 1.743
10 O -4.872 -2.785 3.186
11 N -4.264 6.481 -0.737
12 N 0.222 2.897 -6.757
13 N -6.123 -0.705 4.729
14 N 1.833 -8.150 1.727
15 N 1.199 6.548 0.846
16 C 4.497 4.899 1.259
17 C -2.254 -2.715 0.339
18 C 1.183 3.091 -3.311
19 C -3.022 -0.326 0.561
20 C 3.019 -3.366 -0.566
21 C -0.529 -8.687 2.290
22 C 0.812 -9.201 1.741
23 C -0.541 2.754 0.073
24 C 0.710 -9.805 0.343
25 C 3.466 -1.997 0.005
26 C 0.667 -3.415 0.564
27 C -6.936 -1.765 4.122
28 C -2.295 6.010 -2.182
29 C 1.255 3.068 -1.757
30 C 1.408 1.724 -3.955
31 C -2.215 -1.466 1.253
32 C 2.034 -4.128 0.328
33 C 2.439 5.116 2.456
34 C -7.354 -2.748 5.211
35 C 0.244 0.749 -4.075
36 C -6.218 -2.428 2.936
37 C -4.696 -4.019 3.862
38 C -4.523 6.847 -3.128
39 C -3.040 3.968 -3.179
40 C -1.820 1.961 0.530
41 C 5.005 -1.763 -0.079
42 C 1.892 6.516 2.140
43 C 6.239 0.512 -0.006
44 C -2.016 0.616 -0.188
45 C 0.071 2.221 -1.221
46 C -3.547 6.869 -1.956
47 C -1.355 -2.625 -0.897
48 C 7.634 0.811 -0.594
49 C 2.955 7.610 2.158
50 C -1.609 -7.540 0.490
51 C 0.177 -2.538 -0.605
52 C 1.110 2.643 -6.041
53 C 5.412 -0.494 -0.876
54 C 7.627 1.966 -1.613
55 H 3.070 -1.815 1.011
56 H -0.896 3.772 -0.136
57 H -4.132 3.986 -3.157
58 H -1.733 1.718 1.598
59 H -1.496 -3.467 -1.589
60 H -2.721 -1.686 2.201
61 H -5.455 -4.752 3.575
62 H -2.677 4.415 -4.109
63 H -0.463 0.700 -3.245
64 H 0.426 5.888 0.871
65 H -0.405 0.841 -4.955
66 H -4.706 -3.873 4.944
67 H -1.318 -9.444 2.192
68 H 1.971 -7.815 2.677
69 H 1.265 4.073 -1.328
70 H 8.259 1.166 0.241
71 H -2.206 -8.453 0.407
72 H 8.657 2.101 -1.972
73 H 1.164 6.760 2.919
74 H 1.431 -7.348 1.246
75 H -3.210 7.903 -1.835
76 H -7.850 -1.308 3.731
77 H 7.014 1.742 -2.493
78 H 5.034 4.085 0.772
79 H -0.888 -7.488 -0.329
80 H -3.578 0.275 1.293
81 H -6.513 -3.067 5.826
82 H -3.741 -0.725 -0.161
83 H -1.563 6.275 -1.413
84 H -5.209 -1.101 4.933
85 H 2.180 2.551 -1.471
86 H 0.687 -2.732 -1.552
87 H 4.569 -0.007 -1.373
88 H 0.209 3.519 -3.569
89 H 5.687 1.460 0.045
90 H 8.135 -0.075 -0.998
91 H -3.644 6.593 0.061
92 H -2.699 2.603 0.405
93 H -3.714 -4.409 3.590
94 H -0.723 2.261 -1.978
95 H 1.585 4.461 2.653
96 H 7.344 2.915 -1.147
97 H 0.620 -9.044 -0.431
98 H 3.049 5.118 3.368
99 H -2.086 -3.599 0.965
100 H 2.483 8.592 2.197
101 H 0.178 2.822 0.899
102 H -1.616 -1.722 -1.468
103 H -1.071 0.064 -0.196
104 H -0.404 -8.501 3.360
105 H 0.766 -2.775 1.450
106 H -0.148 -10.477 0.267
107 H -4.423 5.477 -0.782
108 H -2.291 0.735 -1.246
109 H -5.239 7.664 -3.035
110 H 1.606 -10.385 0.119
111 H 6.099 -0.802 -1.676
112 H -1.826 6.230 -3.150
113 H 3.600 7.516 3.034
114 H 4.961 5.092 2.230
115 H 5.517 -2.615 -0.540
116 H 2.000 3.734 -3.650
117 H -5.098 5.922 -3.172
118 H 0.411 1.181 -1.159
119 H 2.510 -4.216 1.318
120 H -6.782 -3.291 2.558
121 H 3.922 -3.991 -0.637
122 H 0.361 -1.494 -0.310
123 H -2.275 -6.681 0.401
124 H 3.582 7.593 1.267
125 H -1.200 -1.129 1.491
126 H 5.371 -1.740 0.956
127 H -8.079 -2.282 5.879
128 H -5.929 0.004 4.027
129 H -7.821 -3.636 4.780
130 H 6.371 0.127 1.009
131 H -0.052 -4.195 0.841
132 H 1.833 6.154 0.154
133 H -2.727 2.922 -3.149
134 H -3.999 6.971 -4.079
135 H 1.824 -5.152 -0.003
136 H 2.658 -3.294 -1.596
137 H -6.177 -1.700 2.120
138 H -3.286 -2.806 -0.031
139 H 4.584 5.782 0.621
140 H 3.024 -1.232 -0.650
141 H 1.152 -9.996 2.412

Results of the Mulliken charge analysis, in e, for atoms 1 through 2: number 1, S, carries 1.290; number 2, O, carries -0.445

***

Question: E_LUMO of number 3 (C39H87N5O9S)?
Answer: 0.45 eV